No. 1
{"formula": "C34H98O26", "method": "wB97M-V/def2-TZVPD", "elements": ["C", "C", "O", "O", "H", "H", "H", "H", "H", "H", "C", "C", "O", "O", "H", "H", "H", "H", "H", "H", "C", "C", "O", "O", "H", "H", "H", "H", "H", "H", "C", "C", "O", "O", "H", "H", "H", "H", "H", "H", "C", "C", "O", "O", "H", "H", "H", "H", "H", "H", "C", "C", "O", "O", "H", "H", "H", "H", "H", "H", "C", "C", "O", "O", "H", "H", "H", "H", "H", "H", "C", "C", "O", "O", "H", "H", "H", "H", "H", "H", "C", "C", "O", "O", "H", "H", "H", "H", "H", "H", "C", "C", "O", "O", "H", "H", "H", "H", "H", "H", "C", "C", "O", "O", "H", "H", "H", "H", "H", "H", "C", "C", "C", "O", "H", "H", "H", "H", "H", "H", "H", "H", "C", "C", "C", "O", "H", "H", "H", "H", "H", "H", "H", "H", "C", "C", "C", "O", "H", "H", "H", "H", "H", "H", "H", "H", "C", "C", "C", "O", "H", "H", "H", "H", "H", "H", "H", "H"], "coordinates": [[0.86728, -3.71007, -4.35119], [-0.25502, -3.70892, -5.33874], [-0.29422, -2.36705, -5.86299], [2.05370, -3.54247, -5.08822], [0.92042, -4.70667, -3.89963], [0.67379, -2.95212, -3.62292], [-1.24226, -3.99237, -4.86050], [-0.08980, -4.49092, -6.14101], [-1.19256, -2.27584, -6.08348], [1.81412, -2.91583, -5.74475], [0.32655, 5.05792, -3.03419], [-0.91775, 4.39935, -2.43687], [-2.09473, 4.74572, -3.20436], [0.41979, 6.41261, -2.73174], [0.29477, 4.82014, -4.15998], [1.19008, 4.56144, -2.59563], [-1.08047, 4.87382, -1.45530], [-0.83431, 3.34290, -2.24955], [-1.95881, 4.49152, -4.10524], [-0.24105, 6.74850, -3.38281], [-4.14435, -1.95384, -2.42905], [-2.99188, -2.61356, -3.18952], [-3.49326, -3.20010, -4.38698], [-5.11451, -2.94023, -2.16119], [-4.61960, -1.18354, -3.03735], [-3.70813, -1.54715, -1.55162], [-2.52567, -3.35017, -2.48826], [-2.20928, -1.90667, -3.57283], [-4.23474, -3.72735, -4.05881], [-4.93951, -3.25153, -1.26943], [2.95940, -2.65670, -1.08547], [4.27319, -3.44807, -0.99237], [5.37945, -2.63108, -0.71915], [2.45467, -2.09130, 0.10118], [2.18141, -3.42694, -1.27963], [2.94442, -1.89102, -1.86713], [4.48033, -4.05762, -1.87963], [4.15011, -4.02322, -0.08148], [5.42875, -1.89722, -1.33535], [3.01381, -1.30710, 0.31199], [-0.53063, 5.97298, 1.71506], [-1.17638, 4.67341, 1.40788], [-1.20459, 3.98071, 2.61013], [0.86260, 5.66454, 2.03382], [-0.86233, 6.42713, 2.65111], [-0.56848, 6.57391, 0.80771], [-0.60283, 4.17230, 0.64043], [-2.13925, 4.84773, 0.94843], [-1.90935, 3.31176, 2.61866], [0.92900, 5.54643, 2.97430], [-3.17708, -2.61058, 1.80998], [-4.39986, -3.38201, 1.59937], [-4.34196, -4.20288, 0.43123], [-2.12431, -3.58859, 1.89774], [-3.28901, -2.06411, 2.72000], [-2.94657, -1.89482, 0.99794], [-5.27348, -2.80302, 1.40527], [-4.58063, -4.02459, 2.44910], [-3.52800, -4.70869, 0.55874], [-1.24268, -3.19591, 1.99897], [1.98192, 0.98010, -5.42914], [2.46927, 0.15253, -4.26758], [2.60319, 0.94581, -3.03972], [0.64406, 1.38523, -5.18374], [2.00411, 0.38622, -6.37065], [2.62227, 1.87478, -5.48634], [3.40267, -0.34493, -4.47216], [1.78875, -0.61882, -4.02035], [1.70478, 1.22682, -2.71924], [0.26749, 1.68500, -6.02522], [1.64296, 3.12057, 6.05411], [0.79452, 2.66743, 4.95150], [1.20398, 3.42209, 3.81778], [1.28239, 2.36770, 7.20178], [1.40403, 4.16200, 6.17644], [2.67681, 3.03548, 5.72811], [-0.26249, 2.90007, 5.18294], [0.79754, 1.61927, 4.66415], [0.43275, 3.72974, 3.30373], [2.01374, 2.01965, 7.69046], [4.04450, 4.05690, 1.50324], [3.37773, 3.86688, 0.12355], [1.96561, 3.86875, 0.29625], [3.68461, 2.92025, 2.33836], [3.79065, 5.00604, 2.00354], [5.12318, 4.14756, 1.29235], [3.64971, 2.89121, -0.31737], [3.79533, 4.49780, -0.65148], [1.72577, 4.64175, 0.83549], [2.79466, 3.01327, 2.64777], [-4.12993, 2.95860, -0.90166], [-3.06508, 1.89564, -1.19496], [-3.29605, 0.78568, -0.36203], [-5.35065, 2.18278, -1.18949], [-3.98269, 3.79614, -1.61585], [-4.05994, 3.29585, 0.17880], [-2.12425, 2.33500, -0.90907], [-2.98750, 1.67756, -2.29272], [-4.24547, 0.65692, -0.48879], [-6.12497, 2.75157, -1.08476], [5.64754, 0.85853, -1.23898], [5.55570, 0.45200, 0.21260], [4.23104, 0.22036, 0.63323], [4.94615, -0.14463, -2.00251], [6.69323, 0.93481, -1.53767], [5.11641, 1.78049, -1.38162], [5.98038, 1.17821, 0.91700], [6.17624, -0.41555, 0.46007], [3.86179, 0.95947, 1.10741], [4.11636, 0.28559, -2.27743], [0.32849, -1.55930, 4.28143], [1.27465, -1.91411, 3.08561], [2.45961, -2.78069, 3.47417], [0.49589, -2.54828, 2.12642], [0.22369, -2.41934, 4.88333], [-0.62655, -1.27131, 3.74448], [0.66887, -0.76752, 4.88189], [1.65657, -0.99815, 2.68773], [3.08044, -2.30180, 4.19795], [2.97774, -2.99855, 2.57588], [2.14201, -3.72062, 3.95307], [0.87233, -2.28804, 1.25715], [-2.52593, 0.61922, 4.68604], [-3.26248, 0.95908, 3.41516], [-4.64675, 0.29672, 3.30557], [-3.29964, 2.36805, 3.06444], [-1.47664, 0.89748, 4.75390], [-2.70132, -0.45400, 4.86821], [-3.13211, 1.04503, 5.51875], [-2.65576, 0.62744, 2.59812], [-4.48467, -0.83020, 3.33639], [-5.03853, 0.53548, 2.31223], [-5.32925, 0.70533, 4.07640], [-3.83090, 2.85962, 3.70965], [-0.68161, -5.02481, -1.13768], [-0.45078, -6.43168, -0.56432], [-0.57980, -6.52653, 0.95282], [-1.45824, -7.28166, -1.02382], [-0.55407, -5.04043, -2.20559], [-0.06027, -4.23127, -0.68954], [-1.71276, -4.73908, -0.90029], [0.55153, -6.80062, -0.74739], [0.18164, -5.88271, 1.40893], [-0.29686, -7.50748, 1.30266], [-1.55749, -6.25629, 1.24859], [-1.55313, -7.22821, -1.94414], [-0.20300, 0.81829, 1.01573], [0.52981, 0.47814, -0.30028], [-0.20051, -0.61217, -1.10156], [0.63121, 1.60629, -1.18081], [0.29612, 1.45034, 1.71692], [-0.20086, -0.19362, 1.50911], [-1.26144, 1.12225, 0.95283], [1.55022, 0.13422, -0.07959], [-0.33698, -1.55647, -0.63588], [0.41653, -0.80663, -2.00124], [-1.18720, -0.36212, -1.49741], [1.04509, 2.35557, -0.70685]]}

=====

No. 2
{"formula": "C35H108N6O17", "method": "wB97M-V/def2-TZVPD", "elements": ["C", "C", "O", "O", "H", "H", "H", "H", "H", "H", "C", "C", "C", "O", "C", "N", "H", "H", "H", "H", "H", "H", "H", "H", "H", "H", "H", "C", "C", "C", "O", "C", "N", "H", "H", "H", "H", "H", "H", "H", "H", "H", "H", "H", "C", "C", "C", "O", "C", "N", "H", "H", "H", "H", "H", "H", "H", "H", "H", "H", "H", "C", "C", "C", "O", "C", "N", "H", "H", "H", "H", "H", "H", "H", "H", "H", "H", "H", "C", "C", "C", "O", "C", "N", "H", "H", "H", "H", "H", "H", "H", "H", "H", "H", "H", "C", "C", "C", "O", "C", "N", "H", "H", "H", "H", "H", "H", "H", "H", "H", "H", "H", "C", "O", "H", "H", "H", "H", "C", "O", "H", "H", "H", "H", "C", "O", "H", "H", "H", "H", "C", "O", "H", "H", "H", "H", "C", "O", "H", "H", "H", "H", "C", "O", "H", "H", "H", "H", "C", "O", "H", "H", "H", "H", "C", "O", "H", "H", "H", "H", "C", "O", "H", "H", "H", "H"], "coordinates": [[-1.59447, 4.55842, 0.32319], [-2.65915, 3.83370, -0.39699], [-2.15113, 2.79743, -1.22939], [-0.73236, 5.09192, -0.70917], [-0.99793, 3.83308, 0.92178], [-2.11360, 5.28676, 0.97874], [-3.26444, 4.56987, -0.93523], [-3.35644, 3.30812, 0.27838], [-1.38476, 3.18906, -1.65102], [0.13890, 5.33154, -0.27487], [2.85921, -1.61547, -2.48282], [3.69319, -2.70447, -3.18780], [4.62766, -3.39326, -2.15352], [5.24555, -4.43486, -2.82321], [6.16604, -5.05508, -1.98969], [2.78034, -3.62585, -3.81723], [2.28254, -1.05098, -3.23969], [3.47384, -0.88773, -1.97132], [2.14968, -2.12968, -1.83434], [4.35333, -2.27370, -3.94251], [4.11657, -3.79280, -1.27038], [5.44709, -2.75076, -1.84660], [6.58269, -5.85853, -2.60698], [5.71067, -5.48661, -1.08266], [7.01152, -4.38567, -1.77536], [2.35128, -4.23082, -3.11131], [3.24311, -4.26006, -4.44130], [-1.20245, -1.02749, 2.31995], [-0.85969, -0.05884, 1.21588], [0.08168, -0.75746, 0.21731], [1.33687, -1.12854, 0.78090], [2.25139, -0.12592, 1.01865], [-2.11911, 0.38861, 0.55134], [-1.74406, -0.53695, 3.15132], [-0.29911, -1.48208, 2.73072], [-1.82675, -1.86361, 1.92706], [-0.40175, 0.84269, 1.62927], [0.24538, -0.11462, -0.70032], [-0.36945, -1.72642, -0.05323], [3.22696, -0.57471, 1.24923], [1.95642, 0.55161, 1.83550], [2.38944, 0.50714, 0.12711], [-1.90514, 1.20574, 0.01081], [-2.35433, -0.34646, -0.10807], [-1.76886, 0.63355, -3.55658], [-1.57539, -0.69655, -4.28977], [-0.92055, -0.46777, -5.68885], [-1.66687, 0.27161, -6.60828], [-2.73406, -0.56951, -7.08615], [-0.82227, -1.66157, -3.47717], [-2.14848, 1.35138, -4.28066], [-0.76644, 0.93486, -3.17961], [-2.41237, 0.51804, -2.68558], [-2.54596, -1.15124, -4.45610], [-0.67517, -1.46760, -6.10561], [0.02744, 0.08248, -5.62772], [-2.25610, -1.56529, -7.27665], [-3.12727, -0.15888, -8.01424], [-3.51277, -0.60458, -6.33119], [-0.35488, -2.32005, -4.12617], [-0.06886, -1.20858, -2.94105], [2.22250, -1.81209, 4.73531], [1.40021, -0.55856, 5.03018], [0.09636, -0.76924, 5.77206], [-0.46842, 0.52957, 5.86541], [-1.67768, 0.50459, 6.60477], [2.21575, 0.49084, 5.69347], [2.28997, -2.52851, 5.55108], [3.22494, -1.48850, 4.45292], [1.76725, -2.29903, 3.87866], [1.15643, -0.15777, 4.06916], [0.30796, -1.25752, 6.74587], [-0.59458, -1.47747, 5.27724], [-1.51007, 0.29664, 7.65362], [-2.43723, -0.22287, 6.23916], [-2.06542, 1.52891, 6.53600], [2.56948, 0.17147, 6.60353], [1.57250, 1.25947, 5.93017], [2.60989, 3.30512, -0.04432], [2.76526, 4.80586, -0.17863], [2.53474, 5.23350, -1.61024], [3.73075, 4.83981, -2.25821], [3.78743, 5.24869, -3.59233], [1.70222, 5.51013, 0.51706], [2.78795, 3.01389, 1.00678], [3.38842, 2.85020, -0.66382], [1.62159, 2.89759, -0.39978], [3.78942, 5.01704, 0.18038], [2.31257, 6.30607, -1.67713], [1.66392, 4.69949, -2.02870], [3.92696, 6.33501, -3.66962], [2.83852, 4.96456, -4.09974], [4.62879, 4.69812, -4.09004], [1.63577, 5.21281, 1.47949], [2.01167, 6.47328, 0.49506], [-4.93767, 4.71517, -4.25512], [-5.17322, 3.19647, -4.30422], [-5.23292, 2.44060, -3.01361], [-5.47210, 1.08292, -3.29837], [-5.37831, 0.29808, -2.15130], [-6.45137, 3.01203, -5.05126], [-3.95775, 4.97624, -3.87104], [-5.69731, 5.27745, -3.69459], [-4.90890, 5.04742, -5.26466], [-4.45711, 2.66325, -4.94047], [-5.96667, 2.85160, -2.33927], [-4.28087, 2.37819, -2.48048], [-5.41882, -0.74998, -2.47120], [-6.21852, 0.50713, -1.42073], [-4.44868, 0.44527, -1.58175], [-7.11343, 3.65362, -4.63797], [-6.77501, 2.05031, -5.06556], [3.13200, -3.83558, 1.62243], [3.75072, -4.96143, 1.05037], [3.83549, -3.46944, 2.36605], [3.01260, -2.99284, 0.91332], [2.17350, -4.05808, 2.10456], [3.13601, -5.51187, 0.59079], [0.49884, -4.79171, -1.20027], [1.62133, -5.64197, -0.85004], [0.71509, -3.77106, -0.86481], [0.30487, -4.68663, -2.28530], [-0.41113, -5.07039, -0.68652], [1.28922, -6.55308, -0.90222], [6.20548, -2.51379, 1.31794], [6.56613, -2.16778, 2.69570], [7.02985, -2.34623, 0.63155], [5.73280, -3.49519, 1.22528], [5.45354, -1.77807, 1.02858], [6.88350, -2.94105, 3.13010], [4.36119, 1.97190, 3.02399], [3.18581, 2.41503, 3.67154], [4.85448, 1.16919, 3.56346], [4.17509, 1.75166, 1.96510], [5.01095, 2.83002, 3.02110], [2.92439, 1.76369, 4.36544], [-1.57293, -4.74982, 2.42687], [-1.01106, -5.95120, 2.99841], [-2.22029, -4.26884, 3.14923], [-0.72229, -4.10643, 2.21855], [-2.15200, -4.89572, 1.51423], [-1.68344, -6.63373, 3.12943], [-0.06368, 4.02968, 3.72660], [1.21554, 4.23331, 3.20382], [-0.54660, 4.95112, 3.41487], [-0.62363, 3.11719, 3.41794], [-0.08555, 3.97947, 4.82501], [1.90957, 3.59339, 3.35394], [-3.34063, -3.26559, -1.75203], [-2.37751, -2.35359, -1.18754], [-3.14144, -3.45420, -2.82084], [-3.34690, -4.23518, -1.21437], [-4.35841, -2.86852, -1.66442], [-1.81498, -2.12389, -1.93766], [-4.88173, -1.86296, 2.93080], [-5.39957, -2.56291, 4.08212], [-5.66810, -1.16439, 2.54827], [-4.06436, -1.21875, 3.19387], [-4.55966, -2.57317, 2.16663], [-4.75559, -3.22324, 4.32704], [-3.57611, 1.59295, 3.76278], [-3.65042, 1.85439, 2.41475], [-4.59101, 1.27043, 4.09037], [-2.83346, 0.83332, 4.10889], [-3.26449, 2.55155, 4.18533], [-3.23460, 1.18658, 1.82501]], "relative_energy_kj_mol": 0.00}

=====

Calculated strongest force on any atom, 3.238, 1.917 eV/Å (same order as the records).
Calculated energy, -90077.198, -81788.051 eV (same order as the records).
Calculated frontier orbital gap, 9.61, 9.05 eV (same order as the records).